[1]
112
Properties=species:S:1:pos:R:3:forces:R:3 method="wB97M-V/def2-TZVPD" fmax_ev_per_a=9.150 charge=+1 lumo_energy_ev=-5.6
C -7.98964 -5.20824 2.63063 0.04 1.20 0.86
C -6.89462 -4.67121 3.75361 0.04 -1.51 -0.23
C -5.66122 -5.77647 3.74893 -0.10 0.22 1.53
C -4.38096 -5.08452 4.50316 -0.08 0.86 -0.19
C -3.44661 -4.13172 3.52285 0.47 0.13 0.74
C -2.84222 -4.90680 2.20991 1.12 -0.62 2.41
O -3.77067 -5.04042 1.07854 0.00 4.71 -0.60
C -4.23107 -3.74264 0.56589 -6.48 -1.03 -1.37
O -5.54232 -3.65601 0.21165 8.88 -0.26 2.18
C -3.32495 -2.40060 0.31769 1.77 3.54 -0.48
C -1.70084 -2.33532 0.10614 -2.64 3.34 0.31
C -1.01630 -0.86329 -0.12244 -2.70 -1.34 0.47
N -1.79793 0.45187 -0.19479 -2.06 -4.78 0.69
B -0.94816 1.70942 -0.46463 2.38 3.33 -0.94
O -1.12404 2.46485 -1.75338 -0.90 -1.44 4.27
O 0.09224 2.17428 0.52002 -3.97 -1.33 -1.39
C -0.62669 2.39646 1.81820 -0.65 -0.32 0.39
C -3.30358 0.43565 -0.05139 0.02 -3.50 0.35
C -4.15617 -0.95517 0.23033 4.10 0.29 -0.65
H -9.01071 -5.32742 3.20494 1.90 0.16 -1.54
H -8.06698 -4.35258 1.80946 -0.05 -2.23 1.53
H -7.63840 -6.23898 2.19659 -0.83 2.16 0.70
H -7.37646 -4.73713 4.83406 1.07 0.39 -2.27
H -6.52422 -3.56587 3.55361 -0.72 -2.35 0.32
H -5.43426 -6.23590 2.69705 -0.31 1.20 1.93
H -6.02055 -6.68317 4.43735 0.76 1.92 -1.56
H -4.83057 -4.35384 5.33158 1.04 -1.66 -1.68
H -3.66507 -5.83048 5.05132 -1.41 1.23 -1.17
H -3.96988 -3.08994 3.26697 0.94 -2.35 0.28
H -2.50346 -3.83090 4.19008 -1.90 -0.62 -1.55
H -2.59630 -6.01901 2.56750 -0.69 2.41 -1.07
H -1.80913 -4.42031 1.95545 -2.04 -0.82 0.00
H -1.05607 -3.33902 0.15801 -1.38 2.75 -0.25
H 0.16660 -0.82299 -0.23831 -2.61 -0.01 0.30
H -1.60654 3.30785 -1.50924 1.07 -0.90 -0.46
H 0.03158 3.00591 2.57718 -1.11 -1.33 -1.85
H -1.59179 3.00203 1.53940 1.71 -1.04 1.01
H -0.91230 1.35746 2.29185 0.55 2.09 -0.80
H -3.92089 1.45246 -0.14312 1.83 -2.39 0.19
H -5.34354 -0.89455 0.33485 3.03 -0.25 -0.25
C -1.00728 6.74684 3.36441 0.09 -0.55 -0.17
C -1.36174 5.84160 2.44723 0.22 0.11 0.30
C -2.35368 6.15898 1.40103 -0.01 0.18 0.08
O -2.68019 5.33040 0.56236 0.13 -0.27 0.25
C -2.93718 7.51519 1.40665 -0.24 0.13 0.28
C -2.58271 8.42043 2.32383 -0.15 -0.19 -0.31
C -1.59078 8.10305 3.37004 0.19 0.98 0.67
O -1.26427 8.93163 4.20870 -0.21 -0.76 -0.65
H -0.28181 6.53013 4.13900 -0.01 0.04 0.00
H -0.94229 4.84283 2.42926 -0.03 0.24 0.02
H -3.66264 7.73191 0.63207 0.14 -0.05 0.19
H -3.00217 9.41921 2.34180 0.02 -0.04 0.02
C 3.26836 -0.85488 1.53898 0.26 0.15 0.22
C 4.49960 -0.50694 1.92538 -0.51 0.01 0.19
C 5.66784 -0.72608 1.04993 0.82 -0.03 0.18
O 6.79539 -0.40975 1.40359 -0.80 -0.36 -0.21
C 5.42269 -1.34277 -0.26893 -0.31 -0.12 -0.23
C 4.19145 -1.69072 -0.65533 0.28 -0.03 -0.18
C 3.02321 -1.47158 0.22011 0.00 -0.01 -0.01
O 1.89566 -1.78791 -0.13355 0.11 0.17 0.06
H 2.40080 -0.70177 2.16916 0.02 0.00 0.00
H 4.69574 -0.05294 2.88934 0.02 0.01 -0.05
H 6.29026 -1.49589 -0.89911 -0.09 0.02 0.04
H 3.99532 -2.14472 -1.61930 0.04 -0.04 0.04
C -3.35257 -3.87522 -3.54782 0.31 0.25 0.46
C -2.12133 -3.52728 -3.16142 -0.49 -0.10 -0.05
C -0.95309 -3.74642 -4.03686 0.86 0.17 0.12
O 0.17446 -3.43009 -3.68320 -0.73 -0.13 -0.09
C -1.19824 -4.36311 -5.35573 -0.29 -0.16 -0.28
C -2.42948 -4.71106 -5.74213 0.47 0.04 -0.06
C -3.59772 -4.49191 -4.86668 -1.00 -0.36 -0.49
O -4.72527 -4.80825 -5.22034 0.89 0.29 0.35
H -4.22014 -3.72211 -2.91764 -0.06 -0.03 -0.03
H -1.92520 -3.07327 -2.19745 0.02 -0.03 -0.17
H -0.33068 -4.51623 -5.98591 0.00 0.02 0.05
H -2.62562 -5.16506 -6.70609 -0.04 0.02 0.05
C 6.87262 -5.91131 -1.10796 0.24 -0.30 0.20
C 8.00706 -6.35059 -0.55442 -0.48 -0.08 -0.12
C 9.20241 -5.48845 -0.47037 0.94 -0.42 0.46
O 10.24177 -5.89037 0.03431 -0.84 0.35 -0.40
C 9.09513 -4.12234 -1.01993 -0.24 0.44 -0.23
C 7.96069 -3.68306 -1.57348 0.41 -0.01 0.17
C 6.76534 -4.54520 -1.65753 -0.56 0.17 -0.32
O 5.72598 -4.14328 -2.16221 0.49 -0.11 0.31
H 5.98699 -6.53096 -1.17825 0.01 0.04 -0.02
H 8.10144 -7.34972 -0.14620 0.04 0.04 -0.01
H 9.98076 -3.50269 -0.94964 0.00 -0.05 0.01
H 7.86631 -2.68392 -1.98169 0.04 -0.06 -0.06
C 7.61152 2.74584 -0.61087 -0.24 -0.28 0.31
C 6.72126 2.54966 0.36651 0.23 -0.12 -0.26
C 5.86224 3.64766 0.85200 -0.41 -0.05 0.49
O 5.04853 3.46949 1.74790 0.35 0.02 -0.48
C 6.02391 4.96966 0.21483 0.19 0.27 -0.29
C 6.91417 5.16584 -0.76255 -0.37 0.18 0.30
C 7.77319 4.06784 -1.24804 0.73 0.14 -0.76
O 8.58690 4.24600 -2.14394 -0.62 -0.14 0.66
H 8.24980 1.95152 -0.97818 0.01 0.03 0.00
H 6.59019 1.58573 0.84345 0.13 0.31 -0.03
H 5.38564 5.76398 0.58214 0.01 -0.03 0.02
H 7.04524 6.12977 -1.23949 0.03 -0.05 0.00
C -2.37126 8.09605 -4.51143 -0.11 0.40 0.25
C -2.78022 8.73438 -3.41070 0.15 0.04 -0.37
C -3.14403 7.99412 -2.18642 -0.16 0.41 0.34
O -3.52035 8.57744 -1.17913 0.11 -0.17 -0.87
C -3.03692 6.52211 -2.22511 -0.03 -0.45 -0.25
C -2.62797 5.88377 -3.32584 -0.13 0.12 0.48
C -2.26415 6.62403 -4.55012 0.37 -0.50 -0.93
O -1.88783 6.04072 -5.55742 -0.29 0.41 0.78
H -2.10135 8.62380 -5.41801 0.00 -0.05 0.01
H -2.86336 9.81370 -3.36621 -0.01 -0.04 0.03
H -3.30683 5.99436 -1.31853 0.00 0.09 -0.09
H -2.54482 4.80446 -3.37033 -0.01 0.00 -0.11

***

[2]
112
Properties=species:S:1:pos:R:3:forces:R:3 method="wB97M-V/def2-TZVPD" fmax_ev_per_a=1.339 charge=+3 lumo_energy_ev=-6.9
Sn 0.15469 -0.04553 -0.01456 1.11 0.09 -0.75
C -4.26189 -4.01450 4.89901 0.00 0.01 0.02
C -4.55691 -3.97173 3.41010 0.05 0.04 0.03
N -3.82215 -2.88315 2.72229 -0.06 0.05 -0.02
C -2.67919 -3.17735 2.11238 0.00 0.00 0.02
C -1.91438 -2.27082 1.41143 0.05 0.03 0.05
C -0.63261 -2.80859 0.83963 0.02 0.28 -0.25
O -0.23846 -3.90693 1.10995 -0.08 0.00 -0.01
O -0.01775 -2.00342 -0.02699 0.21 -0.82 0.08
C -2.35557 -0.94420 1.32082 -0.01 -0.08 -0.07
O -1.76993 -0.00355 0.63822 -0.42 0.22 0.51
C -3.55515 -0.59774 2.03169 0.00 0.03 -0.05
C -4.00488 0.73668 2.06522 0.03 0.00 -0.04
C -5.13502 1.04765 2.74619 -0.03 0.01 0.02
F -5.51969 2.33706 2.83988 0.00 0.00 -0.01
C -5.91835 0.07643 3.41506 -0.14 -0.10 -0.04
C -5.46529 -1.22774 3.40037 -0.01 0.01 -0.01
C -4.28162 -1.57382 2.72801 0.01 -0.16 0.08
N -7.08826 0.43529 4.07933 0.15 0.22 0.16
C -7.50474 -0.16868 5.32569 -0.03 -0.01 -0.07
C -7.70908 0.90561 6.38886 -0.05 0.04 -0.02
N -8.68013 1.94338 5.87736 0.10 -0.05 -0.07
C -8.22661 2.54180 4.56485 0.00 -0.03 0.07
C -8.04031 1.40572 3.57459 -0.03 -0.11 0.01
H -4.82707 -4.82482 5.35825 0.01 0.01 -0.01
H -4.53092 -3.08234 5.39754 0.00 -0.01 -0.01
H -3.20254 -4.19831 5.07783 -0.01 0.00 -0.01
H -5.61632 -3.84878 3.19579 -0.01 -0.01 -0.01
H -4.24881 -4.89662 2.92936 0.00 -0.02 0.00
H -2.33705 -4.20346 2.17230 0.00 0.01 -0.01
H -3.42614 1.51251 1.58234 -0.01 0.00 0.01
H -6.04998 -1.98803 3.89579 0.01 0.02 -0.02
H -6.74927 -0.85891 5.69379 0.02 0.01 0.00
H -8.43552 -0.73602 5.19349 0.00 -0.04 0.02
H -6.78058 1.43229 6.60068 0.02 0.00 0.00
H -8.11531 0.49588 7.31185 -0.01 -0.01 -0.01
H -8.80615 2.67632 6.57614 0.00 0.04 0.03
H -9.59671 1.50927 5.74572 -0.06 0.00 0.01
H -7.28592 3.05143 4.76165 0.01 0.03 -0.01
H -8.97861 3.26112 4.24646 -0.03 -0.03 0.00
H -7.73711 1.80336 2.61264 0.04 0.02 0.01
H -9.00626 0.90387 3.42168 -0.01 0.02 -0.05
N -0.10888 1.74901 -2.53954 -0.12 -0.09 0.15
P 0.36608 2.33213 -1.01808 -0.17 -0.02 -0.20
C -0.69010 3.73376 -0.68205 -0.07 0.01 0.23
C -1.12772 3.94553 0.62494 -0.08 -0.01 -0.03
C -1.88990 5.06969 0.91147 0.00 0.01 -0.04
C -2.21542 5.96495 -0.09643 -0.02 0.02 0.01
C -1.77634 5.75254 -1.39810 0.01 -0.01 -0.02
C -1.00573 4.64181 -1.69616 0.04 0.03 0.03
C 2.06718 2.85418 -1.04692 0.02 0.15 -0.14
C 2.68308 3.09626 0.17886 0.04 0.00 0.05
C 3.99353 3.54546 0.20371 -0.02 -0.03 0.02
C 4.67701 3.74971 -0.98746 0.03 0.00 -0.05
C 4.05591 3.51476 -2.20919 0.02 0.01 0.03
C 2.74459 3.06749 -2.24528 0.04 -0.07 0.01
P -0.47900 0.06841 -2.58622 -0.04 0.19 0.03
C -2.12333 0.02125 -3.29101 -0.09 -0.05 0.09
C -2.37391 -0.59077 -4.51733 -0.04 0.01 -0.01
C -3.65880 -0.56787 -5.04246 0.02 -0.01 0.00
C -4.68320 0.05580 -4.34707 -0.03 0.01 0.00
C -4.43826 0.65543 -3.11551 0.01 -0.02 0.00
C -3.16308 0.63256 -2.58068 -0.01 0.00 0.00
C 0.62283 -0.78180 -3.70237 -0.02 0.05 -0.08
C 1.27523 -0.11267 -4.73433 0.02 -0.02 -0.02
C 2.11546 -0.82233 -5.57973 -0.01 0.00 0.01
C 2.28820 -2.18945 -5.39812 0.00 -0.01 -0.02
C 1.62784 -2.85588 -4.37259 0.00 0.02 -0.01
C 0.79611 -2.15252 -3.51492 0.05 -0.02 0.02
H -0.82653 2.31337 -2.98403 0.17 0.10 -0.20
H -0.87218 3.24418 1.40959 -0.01 0.06 -0.04
H -2.22190 5.24944 1.92536 0.00 -0.01 0.00
H -2.80741 6.84176 0.13098 0.01 0.00 0.00
H -2.01870 6.46305 -2.17712 0.00 -0.01 0.01
H -0.63279 4.51359 -2.70639 0.00 -0.01 0.00
H 2.14293 2.94039 1.10829 -0.01 0.02 0.00
H 4.48116 3.73819 1.15011 0.00 -0.01 -0.01
H 5.70051 4.10068 -0.96574 -0.02 0.00 0.00
H 4.59226 3.68971 -3.13267 -0.01 0.00 0.01
H 2.25629 2.87860 -3.19331 0.00 0.00 0.01
H -1.57453 -1.07529 -5.06251 0.00 0.01 0.00
H -3.85601 -1.03241 -5.99917 0.00 0.00 0.01
H -5.68151 0.07400 -4.76449 0.01 0.00 0.00
H -5.24435 1.13553 -2.57638 0.01 0.00 -0.01
H -2.97429 1.08620 -1.61172 0.01 0.00 -0.03
H 1.12762 0.95089 -4.87903 0.02 -0.01 0.01
H 2.62787 -0.31299 -6.38536 -0.01 -0.01 0.01
H 2.93754 -2.74095 -6.06549 0.00 0.01 0.01
H 1.76210 -3.92147 -4.24052 0.00 0.02 0.00
H 0.30516 -2.66519 -2.69425 -0.01 0.01 -0.01
C 4.62642 -1.04410 -1.57152 -0.19 0.07 -0.01
C 3.26403 -0.59530 -1.34102 0.19 -0.02 -0.20
N 2.18805 -0.22672 -1.20417 -0.09 -0.21 0.19
H 4.61562 -2.09426 -1.85973 0.00 0.00 0.00
H 5.19513 -0.90983 -0.65390 -0.02 0.00 0.02
H 5.06225 -0.44738 -2.37200 0.02 -0.01 -0.01
O 3.78399 -0.04878 1.16310 -0.04 -0.03 0.08
C 2.88114 0.09533 1.94295 -0.22 -0.14 -0.08
N 1.49525 0.00602 1.64758 -0.22 0.38 0.55
S 0.58259 0.46698 2.95459 -0.37 0.08 -0.11
O -0.34959 -0.57720 3.29036 0.08 0.03 0.04
O -0.00751 1.75011 2.62246 0.12 -0.19 0.17
C 1.88943 0.58699 4.08658 0.19 -0.02 0.01
C 1.83864 0.81080 5.44810 0.02 0.06 -0.03
C 3.05418 0.82822 6.12050 0.03 0.00 0.01
C 4.25544 0.62342 5.44341 -0.02 0.00 0.01
C 4.27797 0.39278 4.07341 0.05 0.02 0.00
C 3.07077 0.37504 3.39994 -0.07 -0.02 -0.03
H 0.90415 0.96810 5.96894 0.01 -0.02 -0.02
H 3.06672 0.99814 7.18887 0.01 0.00 -0.02
H 5.18353 0.63490 5.99914 -0.01 0.01 -0.01
H 5.20256 0.22158 3.53866 0.00 -0.01 0.02

***

| no. | orbital gap (eV) |
| --- | --- |
| 1 | 6.190 |
| 2 | 8.094 |